(1)
Computed, not measured: a structure of composition C4H11N2S, with the ωB97M-V functional and the def2-TZVPD basis.

Structure (XYZ):
```
18
Properties=species:S:1:pos:R:3:forces:R:3
C 2.153893 -0.050676 0.061598 0.22 0.33 -0.35
C 1.852235 0.689284 1.354202 0.67 -0.28 -0.02
S 0.160222 1.259417 1.477114 0.67 0.36 1.49
H 1.976296 0.546308 -0.823049 -0.16 0.42 -0.11
H 1.490952 -0.888846 -0.027725 -0.16 -0.70 -0.06
H 3.197599 -0.363864 -0.021647 -0.11 -0.16 0.35
H 2.529781 1.562719 1.464340 -0.49 -0.31 0.17
H 2.044682 0.001886 2.197620 -0.08 0.51 -0.10
C -2.119411 -1.054253 0.438927 1.30 0.90 -0.05
N -1.009412 0.915706 -1.215431 0.90 0.34 1.82
C -1.388933 -0.324886 -1.604293 -0.10 -2.41 -0.69
N -1.766720 -1.392076 -0.969343 -0.43 2.21 1.56
H -1.381361 -1.382171 1.188147 -0.03 -0.41 -0.26
H -3.062525 -1.508150 0.673217 -0.49 -0.14 0.23
H -2.140493 0.064356 0.619043 -0.58 -1.08 -0.27
H -0.506359 1.028651 -0.176714 -1.51 -0.14 -3.40
H -0.631752 1.465545 -1.983410 -0.09 -0.12 0.48
H -1.398689 -0.568957 -2.652599 0.46 0.68 -0.81
```
Positions in Å, forces in eV/Å.

As for the multiplicity: 2. The expectation value of S² is 0.75. The value obtained for the HOMO energy (alpha / beta) is -8.3 / -8.3 eV. The charge is 0. The total energy comes out at -666.60215 Ha. The energy above the lowest of the compared OMol25 structures with the same formula, charge and spin is 1.350 eV.



(2)
Computed, not measured: a structure of composition C15H11ClIrN3O6S3, with the ωB97M-V functional and the def2-TZVPD basis.

Structure (XYZ):
```
40
Properties=species:S:1:pos:R:3:forces:R:3
Ir 0.604497 -1.163232 1.844896 -0.57 1.40 0.98
N -2.110147 1.574267 4.183665 0.22 -0.03 0.08
C -1.136168 0.971006 3.385676 -0.35 0.25 -0.10
S -0.406963 -0.461582 3.992955 -0.07 -0.83 -0.69
N -0.868561 1.579355 2.279846 0.30 -0.23 -0.01
N 0.183605 0.972764 1.576278 -0.08 -0.51 0.11
C 0.452487 1.578824 0.476244 0.56 0.09 -0.30
C 1.549946 1.301858 -0.434725 -0.54 0.21 0.10
C 1.616976 2.041748 -1.616426 -0.02 0.05 -0.12
C 2.633248 1.863825 -2.537352 0.00 -0.07 0.11
C 3.613743 0.897944 -2.253886 -0.05 0.00 0.03
C 3.575206 0.155668 -1.095844 0.04 0.06 -0.11
C 2.545090 0.332920 -0.127539 0.18 -0.12 0.45
O 2.551631 -0.294794 0.986444 0.48 -0.32 -0.94
H -2.587091 0.921483 4.782205 -0.09 -0.03 -0.06
H -2.709216 2.199169 3.666175 -0.01 -0.02 0.00
H -0.210289 2.404650 0.218293 0.09 0.10 0.06
H 0.830474 2.766883 -1.810526 0.02 0.00 -0.01
H 2.665252 2.442952 -3.451466 0.00 -0.01 -0.01
H 4.418611 0.730723 -2.964343 0.00 0.00 0.00
H 4.323002 -0.597296 -0.877310 0.01 0.02 -0.02
Cl -3.898834 1.045831 -4.111286 0.09 -0.06 0.10
C -2.714472 0.350700 -2.997330 0.08 0.02 -0.14
C -1.416081 0.062238 -3.461907 -0.09 0.05 -0.07
C -0.485724 -0.466362 -2.616518 -0.03 -0.01 0.04
C -0.773795 -0.768377 -1.233250 0.41 -0.01 -0.03
O 0.145534 -1.231555 -0.500095 -0.59 0.07 -0.03
C -2.109914 -0.469170 -0.809189 -0.22 0.13 0.06
C -2.576394 -0.711005 0.543084 0.09 -0.01 -0.01
O -1.980831 -1.284463 1.432276 -0.52 -0.05 -0.23
C -3.041867 0.097285 -1.698384 -0.02 -0.03 0.07
H -1.161712 0.279764 -4.492974 0.00 0.00 0.00
H 0.525872 -0.663977 -2.950680 -0.01 0.02 0.00
H -3.598732 -0.315999 0.747320 -0.05 0.03 -0.05
H -4.039983 0.320373 -1.333493 0.02 0.00 0.01
O 2.014066 -4.898981 2.250807 -0.08 -0.23 -0.25
S 1.060730 -3.890691 2.644325 0.23 0.41 0.22
O 0.074452 -4.325267 3.603428 -0.20 -0.20 -0.06
O 0.430449 -3.156155 1.454931 0.12 -0.47 0.38
S 2.011885 -2.193342 3.305675 0.63 0.36 0.42
```
Positions in Å, forces in eV/Å.

The value obtained for the HOMO energy (alpha / beta) is -1.1 / -1.1 eV. The charge is -2. The total energy comes out at -2953.05843 Ha. The energy above the lowest of the compared OMol25 structures with the same formula, charge and spin is 2.747 eV.